One molecule with the formula C6H11N. Source: the Open Molecules 2025 dataset; level of theory: ωB97M-V/def2-TZVPD.

```
18
Properties=species:S:1:pos:R:3:forces:R:3:nbo_charge:R:1
C -0.21865 -2.75617 0.15435 -0.708 3.008 -0.960 -0.39
C 0.00825 -1.47360 -0.36335 -1.228 -4.079 3.164 -0.22
C -0.03252 -0.23342 0.36602 1.320 2.510 2.144 0.09
N 0.04112 -0.03444 1.91640 3.002 -5.249 -3.178 -0.87
C 0.14709 0.88992 -0.35446 -2.300 1.296 -0.765 0.04
C -0.47925 2.20236 0.15638 0.335 2.029 -1.263 -0.66
C 0.57698 0.86584 -1.83412 1.499 1.939 1.035 -0.65
H -0.26326 -3.60057 -0.52854 -0.063 0.153 0.139 0.19
H -0.77501 -2.80404 1.09491 1.142 -0.388 0.264 0.21
H -0.14341 -1.41170 -1.40255 0.922 0.104 -1.035 0.21
H 1.04973 -0.00885 2.19721 -1.049 -0.662 -0.834 0.36
H -0.26549 0.68602 2.43066 -2.569 3.432 1.001 0.36
H -0.43783 2.38062 1.29057 0.011 -0.073 -2.019 0.22
H -1.55178 2.32103 -0.22821 1.031 -0.924 0.892 0.23
H -0.09443 3.09925 -0.50216 0.088 -1.375 1.844 0.21
H 0.23904 1.74510 -2.47288 0.530 -0.846 1.166 0.22
H 1.74847 0.85831 -1.73194 -2.124 -0.071 -0.849 0.23
H 0.19475 0.00636 -2.31083 0.160 -0.805 -0.744 0.21
```
Positions in Å, forces in eV/Å.

Values from the calculation:
* SMILES: C=CC(N)=C(C)C
* HOMO level: -7.817 eV
* total charge: 0
* energy relative to the best compared isomer or geometry (same formula, charge and spin): 86.81 kcal/mol

C10H21N3PPt as an isolated structure. Source: the Open Molecules 2025 dataset; level of theory: ωB97M-V/def2-TZVPD.

```
36
Properties=species:S:1:pos:R:3:forces:R:3:nbo_charge:R:1
C 0.83286 0.59536 -3.91283 0.148 -1.562 -0.306 -0.36
C -0.43855 -0.11168 -3.86318 1.037 -0.329 0.532 -0.36
C -0.24206 -1.29669 -3.06453 0.918 0.412 -0.565 -0.40
C 1.15192 -1.32502 -2.64432 -0.358 -0.103 -1.387 -0.37
C 1.81305 -0.18938 -3.20362 -0.241 -0.081 -0.562 -0.36
Pt 0.02426 0.60554 -1.69975 -0.536 1.511 -0.884 0.34
P -0.22604 2.83957 -1.67178 -0.272 -0.353 0.247 0.14
H 1.02097 1.49929 -4.47796 -0.010 -0.031 0.165 0.22
H -1.35069 0.16661 -4.37741 0.146 0.010 0.152 0.22
H -0.98167 -2.06887 -2.88382 0.133 0.174 0.015 0.22
H 2.88458 0.03232 -3.12929 -0.632 -0.050 0.055 0.22
H 1.62669 -2.14377 -2.11124 -0.075 0.292 -0.026 0.22
H -1.21060 3.29904 -0.73738 0.522 0.457 -0.427 0.00
H -0.61217 3.46087 -2.89250 0.057 0.318 0.427 -0.01
H 0.95052 3.59448 -1.32876 -0.713 0.166 -0.088 -0.02
C 0.60459 1.84054 2.63254 0.049 -0.282 0.361 -0.68
N 0.12103 0.47291 2.62362 -0.442 -0.103 0.505 -0.44
C -0.13577 -0.13312 3.92661 0.206 0.253 -0.038 -0.73
C -0.07882 -0.09958 1.40365 1.351 1.586 -0.757 0.60
N 0.36404 0.58072 0.33221 -0.493 -0.883 1.989 -0.89
N -0.60974 -1.32141 1.24529 -0.397 -0.024 0.618 -0.43
C -1.10337 -2.21308 2.27643 -0.276 -0.433 -0.012 -0.46
C -0.73889 -1.84275 -0.09078 -0.362 -0.526 0.064 -0.42
H 0.76156 2.13518 3.67400 -0.087 0.118 -0.387 0.21
H -0.12694 2.50264 2.15342 0.201 0.183 0.071 0.19
H 1.56750 1.85739 2.11636 0.160 0.459 0.098 0.18
H -1.21043 -0.27873 4.10678 0.224 0.125 0.173 0.17
H 0.41498 -1.07782 4.01155 -0.094 0.180 0.279 0.18
H 0.23354 0.55401 4.68760 -0.002 -0.207 -0.097 0.21
H 0.76367 1.48140 0.56469 -0.170 -0.666 0.205 0.38
H -2.12146 -2.51391 2.01717 -0.014 -0.047 0.019 0.19
H -0.47860 -3.10955 2.30116 -0.003 -0.135 0.016 0.18
H -1.13067 -1.81485 3.28044 -0.118 -0.173 -0.581 0.23
H -1.34541 -1.17176 -0.71877 0.275 -0.358 0.235 0.23
H 0.24412 -1.99290 -0.52926 -0.167 0.024 -0.093 0.21
H -1.23800 -2.81297 -0.01633 0.036 0.077 -0.017 0.19
```
Positions in Å, forces in eV/Å.

Values from the calculation:
* HOMO level (spin up / spin down): 0.673 / -3.446 eV
* total charge: -1
* energy relative to the best compared isomer or geometry (same formula, charge and spin): 0.46 kcal/mol
* 2S+1: 3

A 2-piece molecular cluster, C2H7O3PSi overall. Source: the Open Molecules 2025 dataset; level of theory: ωB97M-V/def2-TZVPD.

```
14
Properties=species:S:1:pos:R:3:forces:R:3:nbo_charge:R:1
C -0.27153 0.69817 0.67228 1.941 -0.705 -2.241 -1.02
C -2.05485 -0.88593 -1.23231 1.710 -0.698 1.279 -1.09
O 2.66718 0.54368 -1.10543 -0.660 -0.001 -2.927 -1.16
O 3.19988 -0.87457 0.89122 -0.444 1.175 0.487 -1.15
O 3.00975 1.77323 1.01124 0.056 0.366 1.347 -1.15
Si -1.81852 -0.38554 0.62681 -1.565 1.497 -0.234 0.27
P 2.84030 0.47789 0.32947 1.767 -1.375 0.945 2.42
H -0.47346 1.31501 1.47712 0.396 1.144 2.179 0.21
H 0.84918 0.34133 0.62053 -2.237 0.062 0.602 0.13
H -0.26353 1.42705 -0.14523 -0.230 -0.118 -0.310 0.21
H -2.94115 -1.43703 -1.34106 -1.466 -0.652 -0.235 0.19
H -2.11975 0.05569 -1.74246 0.201 0.288 -0.592 0.21
H -1.22242 -1.55033 -1.50631 0.029 0.459 -0.587 0.20
H -1.40107 -1.49866 1.44413 0.502 -1.444 0.287 -0.26
```
Positions in Å, forces in eV/Å.

Values from the calculation:
* HOMO level: 1.358 eV
* total charge: -2
* energy relative to the best compared isomer or geometry (same formula, charge and spin): 21.90 kcal/mol

A 2-piece molecular cluster, C5H4F6IO7S overall. Source: the Open Molecules 2025 dataset; level of theory: ωB97M-V/def2-TZVPD.

```
24
Properties=species:S:1:pos:R:3:forces:R:3:nbo_charge:R:1
O -0.78916 -0.15889 -2.78144 1.206 -1.148 0.253 -0.50
C 0.15357 -0.89126 -2.58461 -1.130 1.558 -0.524 0.70
O 1.29646 -0.78350 -3.27425 -0.171 0.171 0.327 -0.65
C 0.01162 -2.03144 -1.56956 -0.339 -0.179 -0.449 0.54
F -0.97254 -2.81755 -2.03550 -0.243 -0.086 -0.052 -0.28
F 1.11999 -2.78651 -1.50897 0.413 0.086 0.268 -0.30
C -0.43673 -1.62337 -0.14345 0.291 -0.254 0.014 0.59
F -1.61478 -1.00122 -0.17656 -0.194 0.379 -0.120 -0.28
F -0.60644 -2.77159 0.51909 0.087 -0.307 0.174 -0.28
C 0.56741 -0.75974 0.68436 0.097 0.358 0.386 0.55
F 0.49574 -1.19382 1.95632 0.028 -0.202 0.436 -0.31
F 1.82763 -0.91960 0.27901 0.289 -0.025 -0.471 -0.29
C 0.22957 0.74849 0.79389 -0.173 0.774 0.216 0.79
O -0.56692 1.09499 1.64841 -0.035 0.016 0.465 -0.66
O 0.85480 1.59397 0.01095 0.100 -1.458 -0.467 -0.66
S -0.12198 3.03187 -0.37402 -0.382 2.505 0.182 1.78
O -1.27886 2.49861 -1.01062 0.016 -0.461 -0.099 -0.85
O 0.83077 3.72591 -1.44657 -0.232 -1.520 0.688 -0.86
I 1.15946 2.54174 -3.06445 0.230 0.360 -0.453 0.52
H 2.05466 -1.11115 -2.77448 0.100 -0.454 -0.063 0.51
O -1.06699 1.11619 4.27461 -0.072 0.035 0.340 -0.77
H -0.35826 0.71672 4.81150 -0.005 -0.040 0.041 0.57
H -1.93198 0.70961 4.46952 -0.023 -0.022 0.016 0.57
H -0.85702 1.07154 3.29685 0.142 -0.086 -1.106 0.58
```
Positions in Å, forces in eV/Å.

Values from the calculation:
* HOMO level: -12.893 eV
* total charge: +1